1.
The following is a quantum chemistry calculation of a molecular structure, C64H166F6N14O18Zn in a non-equilibrium geometry, from OMol25.

Atoms and positions in Å:
Zn: 23.78 5.30 19.49
C: 27.01 4.48 18.94
O: 26.48 3.51 17.99
O: 25.87 5.17 19.48
C: 28.12 4.05 19.97
F: 27.67 2.92 20.61
F: 29.30 3.68 19.41
F: 28.41 4.88 20.99
C: 27.43 3.00 17.10
C: 26.74 1.96 16.10
H: 26.17 2.57 15.40
H: 27.47 1.40 15.51
H: 25.99 1.31 16.54
H: 28.13 2.31 17.55
H: 28.06 3.71 16.55
H: 27.60 5.23 18.41
C: 22.52 7.37 18.30
O: 23.88 6.96 18.31
O: 21.93 6.36 19.08
C: 22.28 8.85 18.64
F: 22.62 9.14 19.90
F: 23.07 9.78 18.11
F: 21.04 9.32 18.33
C: 24.72 7.43 17.19
C: 24.60 6.41 16.05
H: 25.40 5.69 16.24
H: 23.61 5.96 15.93
H: 24.93 6.92 15.14
H: 25.73 7.45 17.59
H: 24.65 8.48 16.89
H: 22.18 7.23 17.27
C: 29.07 9.38 14.27
C: 28.19 9.50 15.51
C: 28.93 9.15 16.79
O: 27.96 9.25 17.79
C: 28.28 8.46 18.93
N: 27.80 10.84 15.42
H: 29.82 10.17 14.28
H: 28.35 9.27 13.46
H: 29.56 8.42 14.38
H: 27.31 8.90 15.30
H: 29.74 9.79 17.13
H: 29.39 8.18 16.60
H: 29.28 8.54 19.35
H: 28.18 7.46 18.50
H: 27.55 8.53 19.74
H: 28.55 11.51 15.30
H: 27.48 11.02 16.37
C: 22.05 8.54 9.97
C: 21.85 9.05 11.39
C: 23.20 9.12 12.11
O: 23.19 10.04 13.18
C: 24.48 10.11 13.76
N: 21.28 10.40 11.26
H: 21.10 8.65 9.44
H: 22.45 7.54 9.80
H: 22.75 9.13 9.37
H: 21.08 8.54 11.98
H: 23.86 9.65 11.43
H: 23.66 8.14 12.25
H: 25.15 10.59 13.05
H: 24.74 9.11 14.10
H: 24.69 10.56 14.73
H: 21.71 11.08 10.65
H: 21.21 10.74 12.21
C: 21.73 3.84 23.09
C: 22.26 4.87 22.04
C: 23.48 5.74 22.41
O: 23.97 6.35 21.23
C: 24.99 7.30 21.61
N: 22.72 4.06 20.93
H: 21.02 3.15 22.63
H: 21.25 4.36 23.92
H: 22.53 3.26 23.55
H: 21.45 5.53 21.73
H: 24.35 5.22 22.81
H: 23.19 6.44 23.19
H: 24.60 8.12 22.21
H: 25.40 7.65 20.66
H: 25.76 6.70 22.11
H: 21.90 3.80 20.40
H: 23.04 3.17 21.30
C: 21.46 8.32 25.27
C: 22.93 8.77 25.67
C: 23.33 10.20 25.50
O: 24.77 10.33 25.74
C: 25.12 11.61 26.30
N: 23.20 8.43 27.00
H: 21.26 7.25 25.33
H: 21.26 8.60 24.24
H: 20.62 8.81 25.76
H: 23.67 8.23 25.07
H: 22.84 10.75 26.29
H: 23.12 10.62 24.52
H: 24.67 12.38 25.69
H: 26.20 11.69 26.18
H: 24.83 11.59 27.35
H: 22.38 8.75 27.49
H: 23.89 9.15 27.14
C: 22.85 13.25 20.17
C: 21.91 14.41 20.06
C: 21.75 15.04 18.57
O: 23.04 15.15 17.95
C: 23.80 16.29 18.27
N: 20.58 14.01 20.55
H: 22.41 12.35 19.72
H: 23.15 13.02 21.19
H: 23.76 13.50 19.63
H: 22.31 15.21 20.69
H: 21.31 16.02 18.76
H: 21.16 14.46 17.87
H: 24.05 16.42 19.32
H: 23.35 17.17 17.82
H: 24.76 16.33 17.75
H: 20.64 13.77 21.53
H: 19.90 14.73 20.37
C: 15.66 12.96 22.91
C: 17.00 12.15 22.74
C: 17.04 11.31 21.41
O: 17.02 12.06 20.19
C: 17.08 11.26 19.04
N: 17.94 13.27 22.74
H: 14.79 12.30 23.00
H: 15.56 13.69 22.11
H: 15.78 13.49 23.86
H: 17.11 11.45 23.58
H: 16.20 10.61 21.36
H: 17.92 10.68 21.33
H: 16.33 10.47 19.00
H: 18.06 10.78 18.97
H: 16.85 11.74 18.10
H: 17.53 13.99 22.15
H: 18.77 12.96 22.26
C: 31.95 4.66 10.20
C: 31.36 5.83 11.02
C: 30.10 5.48 11.86
O: 29.38 6.68 12.43
C: 28.18 6.37 13.10
N: 32.44 6.31 11.81
H: 32.84 5.04 9.70
H: 31.25 4.36 9.42
H: 32.15 3.76 10.80
H: 31.10 6.68 10.39
H: 30.27 4.72 12.62
H: 29.43 5.04 11.12
H: 27.57 6.01 12.27
H: 27.65 7.20 13.57
H: 28.34 5.60 13.85
H: 32.54 5.62 12.55
H: 31.87 6.97 12.32
C: 17.62 16.59 14.45
C: 17.80 15.41 15.42
C: 17.38 14.22 14.64
O: 17.40 13.13 15.58
C: 17.30 11.87 14.96
N: 19.21 15.27 15.93
H: 16.59 16.76 14.13
H: 18.21 16.38 13.56
H: 17.98 17.55 14.81
H: 17.17 15.69 16.27
H: 18.13 14.03 13.87
H: 16.40 14.37 14.18
H: 17.23 11.08 15.71
H: 17.98 11.67 14.14
H: 16.29 11.88 14.55
H: 19.51 15.75 16.77
H: 19.21 14.29 16.18
C: 17.78 7.94 22.12
C: 18.92 6.95 21.70
C: 18.38 5.75 20.80
O: 17.45 4.81 21.35
C: 17.72 4.28 22.68
N: 19.99 7.72 21.06
H: 17.03 7.26 22.53
H: 17.46 8.49 21.23
H: 18.13 8.73 22.78
H: 19.26 6.49 22.63
H: 19.24 5.11 20.57
H: 18.08 6.19 19.85
H: 17.81 4.97 23.52
H: 18.67 3.76 22.58
H: 16.92 3.57 22.91
H: 19.77 8.23 20.22
H: 20.88 7.31 20.82
C: 22.69 13.65 12.73
C: 21.67 13.83 13.80
C: 21.42 12.55 14.77
O: 20.82 11.44 14.14
C: 20.79 10.24 14.91
N: 22.01 14.86 14.69
H: 22.77 14.56 12.13
H: 22.30 12.80 12.17
H: 23.66 13.46 13.20
H: 20.76 14.08 13.24
H: 20.78 12.84 15.60
H: 22.42 12.28 15.13
H: 20.07 10.27 15.72
H: 21.80 10.05 15.29
H: 20.33 9.46 14.31
H: 21.09 15.09 15.03
H: 22.60 14.71 15.50
C: 21.90 15.28 25.80
C: 21.01 14.79 24.65
C: 21.37 13.34 24.27
O: 20.66 12.97 23.06
C: 20.89 11.65 22.67
N: 19.58 14.83 25.03
H: 21.72 14.70 26.70
H: 21.78 16.35 25.99
H: 22.95 15.15 25.53
H: 21.20 15.47 23.82
H: 21.05 12.72 25.10
H: 22.46 13.28 24.22
H: 20.64 11.33 21.66
H: 20.51 10.93 23.39
H: 21.98 11.68 22.57
H: 19.15 14.58 24.16
H: 19.38 14.03 25.62
C: 26.96 14.63 19.27
C: 27.28 13.57 20.37
C: 26.98 12.03 19.98
O: 27.43 11.09 21.02
C: 26.45 10.77 21.85
N: 28.66 13.64 20.81
H: 25.98 14.47 18.83
H: 27.68 14.30 18.51
H: 27.11 15.64 19.65
H: 26.77 13.80 21.31
H: 27.60 11.86 19.10
H: 25.92 11.88 19.74
H: 25.99 11.65 22.29
H: 26.74 10.12 22.68
H: 25.67 10.15 21.40
H: 29.19 13.40 19.98
H: 28.74 12.93 21.52
C: 17.95 7.58 16.51
C: 18.54 6.83 15.30
C: 20.04 6.68 15.09
O: 20.09 6.26 13.71
C: 21.14 5.38 13.43
N: 18.07 5.51 15.23
H: 18.44 8.53 16.67
H: 17.86 7.06 17.47
H: 16.89 7.74 16.30
H: 18.05 7.28 14.44
H: 20.58 6.10 15.85
H: 20.49 7.67 15.10
H: 22.14 5.77 13.67
H: 21.16 5.04 12.40
H: 21.07 4.52 14.10
H: 18.58 5.01 14.52
H: 17.12 5.50 14.88
C: 22.99 2.48 16.10
C: 22.54 3.40 17.18
C: 21.32 2.92 17.90
O: 21.66 1.75 18.71
C: 20.56 1.16 19.43
N: 23.70 3.62 18.09
H: 23.79 3.01 15.59
H: 22.33 2.10 15.32
H: 23.27 1.56 16.62
H: 22.15 4.27 16.65
H: 20.65 2.66 17.08
H: 20.74 3.73 18.33
H: 19.86 0.77 18.69
H: 19.96 1.87 20.00
H: 20.98 0.37 20.05
H: 23.77 2.70 18.50
H: 24.58 3.61 17.59

Calculated values
- DFT total energy: -191485.3015 eV
- Charge: 0
- Largest force on an atom: 4.485 eV Å⁻¹
- Spin multiplicity: 1
- Orbital gap: 8.5 eV
- HOMO level: -8.25 eV

Results of the Löwdin charge analysis, in e, for atoms 1 through 5: Zn 0.67; C -0.32; O -0.12; O -0.23; C -0.51

2.
The following is a quantum chemistry calculation of 4 unconnected molecules or ions with the total composition C26H56N4O3S in a non-equilibrium geometry, from OMol25.

Atoms and positions in Å:
C: 0.15 -2.72 -2.49
C: 0.78 -2.02 -1.74
C: 1.40 -1.40 -0.59
C: 2.94 -1.27 -0.55
O: 3.76 -1.61 -1.34
N: 3.18 -0.59 0.72
C: 2.05 0.38 0.90
O: 2.58 1.66 0.69
C: 1.06 0.04 -0.30
S: 1.57 1.01 -1.81
C: -0.38 0.40 -0.08
O: -0.91 -0.38 0.98
C: -2.31 -0.20 1.08
H: -0.46 -3.30 -3.13
H: 1.23 -2.03 0.29
H: 3.08 -1.34 1.40
H: 1.61 0.26 1.88
H: 2.90 2.02 1.53
H: 0.74 2.05 -1.68
H: -0.45 1.46 0.18
H: -0.98 0.24 -0.98
H: -2.66 -0.53 2.05
H: -2.82 -0.75 0.28
H: -2.57 0.86 0.96
C: -0.34 -5.97 -7.76
C: -0.15 -4.65 -8.49
N: -0.63 -3.51 -7.73
C: -0.72 -2.29 -8.52
C: 0.57 -1.69 -9.08
C: -0.07 -3.36 -6.40
C: 1.46 -3.24 -6.26
H: -1.38 -6.10 -7.46
H: -0.07 -6.80 -8.42
H: 0.30 -6.04 -6.88
H: -0.72 -4.69 -9.42
H: 0.91 -4.55 -8.78
H: -1.24 -1.53 -7.92
H: -1.39 -2.50 -9.36
H: 1.16 -1.20 -8.31
H: 0.32 -0.92 -9.82
H: 1.19 -2.43 -9.58
H: -0.40 -4.21 -5.80
H: -0.53 -2.49 -5.92
H: 1.99 -3.98 -6.87
H: 1.74 -3.41 -5.22
H: 1.82 -2.25 -6.53
C: -7.30 -2.91 2.65
C: -6.47 -2.41 3.82
N: -6.21 -0.99 3.78
C: -5.18 -0.56 4.72
C: -5.46 -0.71 6.22
C: -7.38 -0.14 3.69
C: -8.45 -0.26 4.79
H: -6.85 -2.61 1.70
H: -7.36 -3.99 2.67
H: -8.32 -2.52 2.68
H: -5.50 -2.93 3.80
H: -6.96 -2.73 4.76
H: -4.94 0.49 4.51
H: -4.27 -1.12 4.49
H: -6.18 0.03 6.58
H: -4.54 -0.56 6.78
H: -5.84 -1.70 6.47
H: -7.86 -0.33 2.73
H: -7.05 0.90 3.62
H: -8.69 -1.30 5.02
H: -9.37 0.22 4.45
H: -8.15 0.24 5.71
C: 5.60 2.60 3.40
C: 5.64 3.95 2.72
N: 5.06 5.02 3.52
C: 4.83 6.24 2.77
C: 6.05 6.99 2.21
C: 5.63 5.18 4.85
C: 7.14 5.44 4.96
H: 4.59 2.35 3.72
H: 5.94 1.82 2.71
H: 6.25 2.55 4.27
H: 5.07 3.88 1.79
H: 6.68 4.17 2.42
H: 4.25 6.92 3.40
H: 4.17 5.99 1.94
H: 6.60 7.51 3.00
H: 5.71 7.75 1.50
H: 6.73 6.33 1.68
H: 5.40 4.28 5.42
H: 5.08 5.98 5.35
H: 7.72 4.78 4.32
H: 7.46 5.27 5.99
H: 7.39 6.47 4.72

Calculated values
- DFT total energy: -50804.3724 eV
- Charge: 0
- Largest force on an atom: 1.605 eV Å⁻¹
- Spin multiplicity: 1
- Orbital gap: 8.5 eV
- HOMO level: -8.02 eV

Results of the Löwdin charge analysis, in e, for atoms 1 through 5: C 0.15; C -0.09; C -0.27; C -0.43; O 0.16

3.
The following is a quantum chemistry calculation of 9 unconnected molecules or ions with the total composition C17H50NO11 in a non-equilibrium geometry, from OMol25.

Atoms and positions in Å:
N: 0.01 -0.26 0.74
O: 0.77 0.17 1.60
O: 0.08 0.18 -0.45
O: -0.85 -1.12 1.02
C: -1.38 -4.09 2.63
O: -1.46 -2.76 3.16
H: -1.18 -4.79 3.44
H: -2.31 -4.32 2.12
H: -0.56 -4.17 1.92
H: -1.34 -2.19 2.37
C: 1.37 -0.34 4.97
O: 2.24 -0.58 3.86
H: 1.27 -1.29 5.49
H: 1.73 0.50 5.58
H: 0.37 -0.05 4.63
H: 1.78 -0.19 3.10
C: -1.21 -1.09 -5.04
C: -0.82 -0.21 -3.85
C: -1.43 1.16 -3.97
O: -1.29 -0.86 -2.67
H: -1.16 -0.57 -5.99
H: -2.28 -1.31 -5.01
H: -0.62 -2.01 -5.07
H: 0.27 -0.10 -3.84
H: -1.02 1.72 -4.83
H: -1.23 1.77 -3.09
H: -2.50 1.18 -4.17
H: -0.79 -0.45 -1.91
C: 2.48 -3.11 1.63
C: 3.01 -3.23 0.21
C: 3.07 -1.86 -0.47
O: 4.35 -3.72 0.26
H: 1.46 -2.73 1.70
H: 3.14 -2.46 2.23
H: 2.44 -4.08 2.14
H: 2.37 -3.88 -0.39
H: 3.37 -1.89 -1.51
H: 3.75 -1.24 0.11
H: 2.12 -1.33 -0.39
H: 4.79 -3.37 1.03
C: 2.12 3.97 -2.80
C: 1.52 2.56 -2.74
C: 2.50 1.48 -2.31
O: 0.55 2.70 -1.68
H: 2.45 4.31 -1.81
H: 1.38 4.68 -3.15
H: 3.03 4.00 -3.41
H: 1.00 2.30 -3.66
H: 2.00 0.51 -2.25
H: 3.02 1.72 -1.39
H: 3.25 1.31 -3.10
H: 0.42 1.86 -1.19
C: -4.12 -1.89 -0.68
C: -4.62 -0.54 -1.19
C: -4.10 0.57 -0.29
O: -4.17 -0.37 -2.53
H: -4.62 -2.75 -1.14
H: -4.28 -2.01 0.40
H: -3.06 -2.02 -0.88
H: -5.70 -0.58 -1.24
H: -3.02 0.73 -0.37
H: -4.28 0.35 0.76
H: -4.55 1.53 -0.56
H: -3.23 -0.56 -2.68
C: 1.69 3.43 3.29
C: 0.18 3.31 3.32
C: -0.55 4.61 3.57
O: -0.30 2.82 2.06
H: 2.05 3.64 4.31
H: 2.05 4.26 2.68
H: 2.18 2.51 2.99
H: -0.07 2.54 4.06
H: -0.32 5.34 2.80
H: -0.38 5.06 4.54
H: -1.64 4.54 3.52
H: 0.31 2.10 1.83
O: -0.32 -3.34 -0.65
H: -0.63 -2.55 -0.16
H: -0.58 -3.17 -1.56

Calculated values
- DFT total energy: -42451.5884 eV
- Charge: -1
- Largest force on an atom: 1.990 eV Å⁻¹
- Spin multiplicity: 1
- Orbital gap: 10.1 eV
- HOMO level: -7.19 eV

Results of the Löwdin charge analysis, in e, for atoms 1 through 5: N -0.48; O 0.00; O -0.05; O -0.02; C -0.16